(1)
ORCA calculation (ωB97M-V/def2-TZVPD) on a structure of composition C59H45BrKN10O3P2.

Output
- ΔE to the lowest compared entry with this formula, charge and spin (kJ/mol) = 166.9
- net charge = -1
- frontier orbital gap (eV) = 5.5
- 2S+1 = 1
- E_HOMO (hartree) = -0.156
- LUMO (eV) = 1.26

Atoms and positions in Å:
K 0.417 0.919 -0.710
C 2.045 1.517 -5.025
C 0.846 1.696 -4.344
N 0.197 0.676 -3.809
C 0.765 -0.524 -3.906
C 1.971 -0.696 -4.576
N 2.602 0.319 -5.150
C 0.047 -1.669 -3.301
C -0.135 -2.845 -4.024
C -0.803 -3.910 -3.429
C -1.283 -3.727 -2.137
C -1.093 -2.502 -1.502
N -0.420 -1.507 -2.070
C -1.709 -2.187 -0.188
C -2.491 -3.086 0.536
N -3.179 -2.712 1.608
C -3.081 -1.440 1.973
C -2.234 -0.555 1.310
N -1.551 -0.937 0.243
C -1.027 -5.177 -4.161
C -0.149 -5.609 -5.154
C -0.410 -6.792 -5.825
N -1.460 -7.569 -5.574
C -2.296 -7.159 -4.625
C -2.129 -5.988 -3.904
H 2.576 2.347 -5.475
H 0.391 2.673 -4.236
H 2.443 -1.670 -4.656
H 0.197 -2.898 -5.052
H -1.803 -4.529 -1.634
H -2.582 -4.130 0.261
H -3.679 -1.129 2.822
H -2.093 0.469 1.626
H 0.740 -5.043 -5.395
H 0.259 -7.140 -6.605
H -3.148 -7.804 -4.436
H -2.875 -5.706 -3.172
C 0.719 -2.092 2.817
N 1.557 -0.910 2.524
P 2.324 -0.859 0.952
C 4.033 -0.387 1.496
C 4.515 -0.645 2.775
C 5.819 -0.319 3.115
C 6.658 0.271 2.179
C 6.187 0.525 0.899
C 4.882 0.196 0.558
C 2.835 -2.611 0.652
C 3.186 -3.571 1.599
C 3.678 -4.801 1.195
C 3.844 -5.085 -0.155
C 3.500 -4.135 -1.105
C 2.989 -2.909 -0.702
P 0.559 0.504 2.949
C 0.813 0.301 4.785
C -0.296 0.092 5.596
C -0.157 -0.062 6.971
C 1.103 -0.015 7.546
C 2.221 0.183 6.742
C 2.076 0.343 5.374
C 1.597 2.005 2.722
C 2.326 2.299 1.569
C 2.887 3.552 1.378
C 2.713 4.547 2.326
C 1.971 4.279 3.467
C 1.416 3.024 3.660
H 1.042 -2.559 3.753
H 0.761 -2.836 2.023
H -0.334 -1.815 2.945
H 3.858 -1.097 3.508
H 6.182 -0.527 4.114
H 7.674 0.532 2.449
H 6.835 0.988 0.165
H 4.508 0.382 -0.443
H 3.084 -3.360 2.656
H 3.942 -5.542 1.941
H 4.249 -6.041 -0.462
H 3.630 -4.353 -2.158
H 2.722 -2.148 -1.431
H -1.281 0.058 5.142
H -1.028 -0.219 7.595
H 1.216 -0.124 8.617
H 3.207 0.217 7.190
H 2.945 0.517 4.751
H 2.441 1.562 0.786
H 3.442 3.742 0.468
H 3.143 5.529 2.172
H 1.814 5.052 4.210
H 0.818 2.839 4.545
Br -8.485 0.874 -2.061
C -7.493 2.434 -1.592
C -7.562 3.553 -2.404
C -6.847 4.685 -2.061
C -6.030 4.704 -0.923
C -5.997 3.559 -0.110
C -6.727 2.432 -0.439
N -5.434 5.901 -0.544
N -4.311 6.008 0.024
C -3.330 5.055 0.051
C -2.440 5.169 1.135
C -1.523 4.202 1.451
C -1.400 3.005 0.688
O -0.664 2.053 1.027
C -2.179 2.958 -0.557
N -1.919 1.925 -1.378
C -2.480 1.896 -2.566
C -3.289 2.933 -3.045
C -3.586 3.978 -2.207
C -3.087 3.990 -0.892
H -8.175 3.536 -3.295
H -6.902 5.575 -2.676
H -5.395 3.573 0.789
H -6.690 1.555 0.193
H -2.561 6.039 1.770
H -0.875 4.302 2.312
H -2.251 1.037 -3.184
H -3.651 2.922 -4.065
H -4.175 4.808 -2.569
O 1.769 2.554 -1.864
C 2.682 1.711 -1.898
O 2.606 0.480 -1.685
H 3.710 2.099 -2.150

***

(2)
ORCA calculation (ωB97M-V/def2-TZVPD) on a cluster of 10 separate species, C35H91N5O10 in total.

Output
- ΔE to the lowest compared entry with this formula, charge and spin (kJ/mol) = 0.0
- net charge = +1
- frontier orbital gap (alpha / beta) (eV) = 8.0 / 2.9
- 2S+1 = 2
- E_HOMO (alpha / beta) (hartree) = -0.371 / -0.371
- LUMO (alpha / beta) (eV) = -2.12 / -7.21

Atoms and positions in Å:
C -0.712 -4.172 0.222
O -2.118 -4.011 0.072
H -0.613 -5.077 0.821
H -0.114 -4.423 -0.654
H -0.134 -3.429 0.772
H -2.347 -4.086 -0.858
C 0.824 3.427 2.434
O 1.718 2.540 1.775
H 1.275 4.415 2.342
H -0.197 3.525 2.063
H 0.770 3.207 3.500
H 2.413 2.913 1.228
C -3.296 -0.945 1.424
O -3.974 -2.256 1.470
H -2.742 -0.974 0.486
H -4.026 -0.140 1.354
H -2.587 -0.755 2.230
H -3.391 -2.925 1.103
C 0.590 -0.486 0.505
O 0.155 0.304 1.616
H 1.554 -0.910 0.784
H -0.147 -1.259 0.286
H 0.679 0.102 -0.409
H 0.547 1.181 1.604
C 3.170 -4.559 0.326
O 3.115 -3.360 1.048
H 3.455 -5.399 0.959
H 2.227 -4.687 -0.207
H 3.924 -4.477 -0.457
H 2.599 -3.421 1.855
C 1.295 0.297 4.802
C 0.222 -0.726 5.208
C -1.106 -0.042 5.739
O -0.601 0.596 6.948
C -1.509 1.407 7.583
N -0.005 -1.503 3.982
H 2.237 -0.060 4.386
H 1.592 0.966 5.610
H 0.854 1.088 4.194
H 0.634 -1.397 5.961
H -1.921 -0.724 5.980
H -1.525 0.616 4.978
H -1.640 2.460 7.336
H -1.248 1.426 8.641
H -2.523 1.007 7.591
H -0.202 -0.796 3.289
H 0.791 -2.070 3.727
C 4.815 -1.039 3.746
C 5.196 -0.822 2.267
C 6.354 0.166 2.048
O 5.994 1.406 2.633
C 7.133 2.236 2.570
N 5.632 -2.196 1.939
H 3.998 -1.740 3.915
H 4.583 -0.086 4.222
H 5.712 -1.284 4.315
H 4.407 -0.535 1.572
H 6.544 0.232 0.976
H 7.283 -0.208 2.479
H 7.583 2.329 1.582
H 7.936 1.916 3.234
H 6.779 3.237 2.818
H 5.906 -2.515 2.857
H 4.836 -2.669 1.537
C 3.488 1.325 -0.893
C 4.556 2.444 -0.826
C 4.383 3.511 -1.940
O 5.441 4.483 -1.626
C 5.482 5.614 -2.562
N 4.381 3.010 0.497
H 3.506 1.000 -1.933
H 2.466 1.690 -0.795
H 3.625 0.406 -0.324
H 5.600 2.142 -0.908
H 3.387 3.953 -1.906
H 4.554 3.067 -2.920
H 5.702 5.296 -3.581
H 6.169 6.393 -2.232
H 4.494 6.062 -2.668
H 5.048 3.763 0.589
H 4.586 2.329 1.215
C -2.801 3.939 0.407
C -3.403 3.354 -1.020
C -3.686 4.543 -1.980
C -2.348 5.128 -2.552
C -1.519 4.058 -3.309
C -1.263 2.819 -2.403
N -2.511 2.361 -1.700
O -2.142 1.355 -0.811
C -0.690 1.636 -3.236
C -0.066 3.224 -1.455
C -4.678 2.617 -0.660
H -3.473 4.553 1.006
H -1.847 4.432 0.221
H -2.475 3.184 1.123
H -4.289 4.188 -2.815
H -4.252 5.333 -1.487
H -1.820 5.733 -1.815
H -2.685 5.929 -3.209
H -0.566 4.543 -3.517
H -1.955 3.868 -4.290
H 0.060 1.997 -3.940
H -0.429 0.734 -2.682
H -1.517 1.235 -3.823
H -0.100 2.607 -0.557
H 0.924 3.047 -1.876
H -0.110 4.282 -1.197
H -5.536 3.195 -0.317
H -4.449 1.897 0.126
H -5.035 1.977 -1.467
H -2.596 0.587 -1.166
C -4.554 -5.541 -1.214
C -4.276 -4.737 -2.542
C -5.346 -3.600 -2.573
C -5.139 -2.493 -3.662
C -3.694 -1.974 -3.545
C -2.599 -3.049 -3.613
N -2.903 -4.156 -2.598
O -2.020 -5.249 -2.550
C -2.343 -3.502 -5.043
C -1.279 -2.436 -3.156
C -4.539 -5.709 -3.658
H -5.598 -5.848 -1.267
H -4.496 -4.859 -0.366
H -3.893 -6.399 -1.093
H -6.351 -3.987 -2.740
H -5.424 -3.145 -1.585
H -5.861 -1.683 -3.553
H -5.214 -2.787 -4.708
H -3.556 -1.457 -2.595
H -3.486 -1.311 -4.385
H -3.221 -3.935 -5.523
H -1.921 -2.799 -5.761
H -1.701 -4.383 -5.025
H -1.317 -2.176 -2.098
H -0.449 -3.117 -3.341
H -1.019 -1.608 -3.816
H -3.858 -5.587 -4.500
H -5.598 -5.627 -3.904
H -4.408 -6.759 -3.395
H -2.195 -5.772 -3.336

***

(3)
ORCA calculation (ωB97M-V/def2-TZVPD) on a structure of composition C26H39F3N6O3ReS2SbSe.

Output
- ΔE to the lowest compared entry with this formula, charge and spin (kJ/mol) = 40.3
- net charge = +3
- frontier orbital gap (alpha / beta) (eV) = 6.7 / 6.2
- 2S+1 = 2
- E_HOMO (alpha / beta) (hartree) = -0.575 / -0.574
- LUMO (alpha / beta) (eV) = -8.94 / -9.44

Atoms and positions in Å:
Re -0.377 -2.607 -2.004
C 1.092 -3.220 -6.106
C 0.648 -3.343 -4.688
N 0.238 -2.342 -3.963
N -0.031 -1.130 -4.594
C -1.275 -0.653 -4.351
N -1.729 0.350 -5.083
S -2.195 -1.328 -3.086
C 0.468 -4.611 -4.006
C 0.793 -5.858 -4.524
C 0.388 -6.992 -3.848
C -0.337 -6.856 -2.669
C -0.605 -5.595 -2.183
N -0.210 -4.483 -2.830
H 0.231 -3.101 -6.770
H 1.769 -2.375 -6.245
H 1.629 -4.107 -6.428
H 0.429 -0.947 -5.477
H -1.234 0.708 -5.886
H -2.655 0.710 -4.911
H 1.349 -5.941 -5.446
H 0.627 -7.973 -4.236
H -0.683 -7.721 -2.121
H -1.134 -5.442 -1.251
C 2.250 -3.176 2.052
N 2.481 -1.904 1.371
C 2.325 -1.652 0.076
Se 1.923 -2.902 -1.304
N 2.635 -0.373 -0.163
C 3.020 0.242 1.022
C 3.486 1.522 1.301
C 3.805 1.781 2.619
C 3.656 0.808 3.621
C 3.205 -0.465 3.338
C 2.901 -0.733 2.007
H 2.400 -3.992 1.352
H 1.238 -3.202 2.452
H 2.972 -3.271 2.858
H 2.657 0.031 -1.085
H 3.626 2.264 0.526
H 4.199 2.753 2.886
H 3.926 1.057 4.639
H 3.109 -1.214 4.112
F -3.029 -0.502 1.967
C -3.011 -1.305 0.911
F -3.683 -2.403 1.163
F -3.534 -0.673 -0.132
S -1.244 -1.753 0.534
O -0.568 -1.827 1.782
O -1.346 -3.060 -0.222
O -0.718 -0.812 -0.476
C -4.160 3.966 1.435
C -3.235 3.503 2.554
C -2.835 4.617 3.516
Sb -1.473 2.597 1.671
C -0.749 3.722 -0.017
C -0.578 5.196 0.343
C 0.535 3.065 -0.514
C 0.110 2.231 3.098
C 0.779 3.541 3.506
C -0.464 1.447 4.274
H -5.092 4.323 1.879
H -4.415 3.166 0.739
H -3.731 4.797 0.872
H -3.696 2.682 3.106
H -2.331 5.440 3.008
H -2.204 4.265 4.331
H -3.747 5.020 3.964
H -1.540 3.614 -0.761
H 0.171 5.346 1.121
H -1.511 5.656 0.671
H -0.241 5.739 -0.543
H 1.327 3.134 0.235
H 0.887 3.585 -1.408
H 0.382 2.012 -0.764
H 0.819 1.609 2.544
H 0.083 4.236 3.976
H 1.259 4.046 2.667
H 1.555 3.316 4.242
H -1.234 2.011 4.804
H 0.337 1.244 4.988
H -0.886 0.489 3.965

***

(4)
ORCA calculation (ωB97M-V/def2-TZVPD) on a structure of composition C19H41BN6PtSi4.

Output
- net charge = +2
- frontier orbital gap (alpha / beta) (eV) = 5.7 / 5.3
- 2S+1 = 3
- E_HOMO (alpha / beta) (hartree) = -0.534 / -0.536
- LUMO (alpha / beta) (eV) = -8.84 / -9.32

Atoms and positions in Å:
C 1.958 0.421 -2.608
N 1.024 1.341 -2.275
N 1.300 2.510 -2.933
C 2.491 2.376 -3.564
C 2.942 1.079 -3.356
B 0.245 3.635 -2.796
N -1.153 2.951 -2.953
N -1.569 1.874 -2.198
C -2.850 1.586 -2.589
C -3.258 2.575 -3.512
C -2.182 3.439 -3.676
Pt -0.231 1.215 -0.661
N 0.229 4.088 -1.318
N -0.131 3.226 -0.303
C -0.132 3.954 0.859
C 0.265 5.265 0.561
C 0.453 5.316 -0.814
H -0.398 3.576 1.840
H 0.728 6.108 -1.501
H 0.416 6.103 1.224
H 0.413 4.533 -3.564
H -2.001 4.395 -4.151
H 2.972 3.189 -4.070
H -4.212 2.717 -3.983
H 3.876 0.672 -3.655
H -3.416 0.728 -2.214
H 1.912 -0.626 -2.299
H -2.455 1.279 0.496
C -3.402 0.751 0.670
H -4.248 1.376 0.401
H -3.322 -0.182 0.077
H -3.539 0.443 1.680
C -2.028 -2.869 -1.236
Si -0.263 -2.943 -0.508
C -0.148 -4.488 0.625
C 1.016 -3.176 -1.909
Si 0.012 -0.688 0.476
Si -1.005 -1.515 2.612
C -0.085 -2.801 3.692
C -1.281 -0.006 3.725
C -2.695 -2.318 2.257
Si 2.375 -0.931 1.356
C 2.870 -2.720 1.801
C 3.735 -0.333 0.151
C 2.527 0.197 2.887
H -2.237 -3.819 -1.754
H -2.147 -2.069 -1.983
H -2.832 -2.728 -0.499
H -0.289 -5.377 -0.013
H 0.826 -4.617 1.119
H -0.911 -4.566 1.412
H 0.902 -2.453 -2.733
H 2.071 -3.143 -1.592
H 0.858 -4.172 -2.357
H 0.854 -2.446 4.142
H -0.780 -3.007 4.524
H 0.122 -3.768 3.211
H -1.868 0.809 3.274
H -1.852 -0.376 4.592
H -0.349 0.433 4.112
H -3.409 -1.676 1.725
H -2.672 -3.281 1.729
H -3.132 -2.521 3.247
H 2.849 -3.436 0.964
H 3.921 -2.618 2.113
H 2.330 -3.182 2.639
H 3.626 0.714 -0.177
H 4.697 -0.391 0.691
H 3.850 -0.957 -0.750
H 2.305 1.253 2.657
H 1.929 -0.074 3.771
H 3.587 0.145 3.188